{
  "formula": "C37H39FN6O5PZr",
  "method": "wB97M-V/def2-TZVPD",
  "e_tot_ha": -2625.71872,
  "homo_lumo_gap_ev": 6.23,
  "e_homo_ev": -14.17,
  "total_charge": 3,
  "de_lowest_kj_mol": 1.4,
  "multiplicity": 1,
  "e_lumo_ev": -7.9,
  "elements": ["Zr", "P", "F", "O", "O", "O", "O", "O", "N", "N", "N", "N", "N", "N", "C", "C", "C", "C", "C", "C", "C", "C", "C", "C", "C", "C", "C", "C", "C", "C", "C", "C", "C", "C", "C", "C", "C", "C", "C", "C", "C", "C", "C", "C", "C", "C", "C", "C", "C", "C", "C", "H", "H", "H", "H", "H", "H", "H", "H", "H", "H", "H", "H", "H", "H", "H", "H", "H", "H", "H", "H", "H", "H", "H", "H", "H", "H", "H", "H", "H", "H", "H", "H", "H", "H", "H", "H", "H", "H", "H"],
  "positions_angstrom": [[-1.856494, 2.017821, -0.866460], [-1.749244, 2.810610, 1.842481], [3.641222, -0.953281, 2.365226], [-0.696981, 1.393274, -2.406739], [-3.110723, 0.578638, -0.478966], [-2.196257, 0.276093, -6.239428], [-3.603386, -1.177466, -1.816201], [-0.489939, 0.665169, 0.137142], [-3.166565, 4.037789, -0.948531], [5.885966, -5.229756, 3.155349], [-0.599404, -3.426378, -0.098449], [-2.901987, 2.286534, -2.836463], [3.686776, -3.679568, 2.224015], [-2.454328, 1.521536, -3.871901], [-4.226271, 6.021651, -0.131445], [0.482645, -2.809877, 0.522266], [1.108758, -1.120195, -6.303387], [1.622346, -0.792522, 1.219898], [-0.165551, -0.770542, -6.671918], [-1.652548, -1.314095, -0.478061], [-0.248642, 5.081128, 2.640299], [3.505492, -5.097584, 2.474418], [-2.888556, -0.665903, -1.013768], [-0.462393, 0.346152, -4.540418], [-5.342539, 4.674615, -1.756515], [-4.226457, 3.868420, -1.786209], [-5.347457, 5.773354, -0.902584], [0.853739, -0.032751, -4.191232], [-1.117613, 1.566747, 3.004700], [4.469968, -5.552864, 3.555295], [1.550382, -3.570927, 1.033431], [-1.174521, -5.545056, 1.082497], [-1.233896, 1.111422, -3.600606], [-0.458226, 4.075028, 1.699295], [-3.134738, 3.525429, 2.772136], [1.464653, 6.047972, 1.249760], [0.709300, 6.060361, 2.415211], [-0.696066, -4.903413, -0.207362], [-0.975286, -0.030624, -5.803014], [2.630262, -2.964141, 1.641201], [1.633442, -0.754049, -5.053025], [6.048910, -3.769617, 2.816139], [5.040739, -3.393193, 1.751672], [0.515193, -1.411566, 0.608699], [2.625549, -1.549805, 1.728064], [-4.035568, 2.867716, -2.849780], [-1.601029, -2.689837, -0.564371], [1.274897, 5.048394, 0.305026], [0.320341, 4.071504, 0.538721], [-0.562354, -0.613955, 0.075910], [-3.170515, 5.122173, -0.168818], [6.526285, -5.487393, 3.909527], [0.271330, -5.280159, -0.535434], [-0.512327, -5.333201, 1.921802], [-0.837285, 5.113806, 3.548661], [2.644899, -1.025639, -4.786769], [1.237212, 0.276646, -3.228529], [-2.420100, -3.218273, -1.036173], [5.250720, -3.947156, 0.823315], [-0.943457, 2.027492, 3.977496], [7.071784, -3.619976, 2.477200], [0.863370, 6.839125, 3.149857], [-6.168973, 4.474634, -2.424741], [-6.198044, 6.441041, -0.873490], [-1.853603, 0.768908, 3.113819], [1.867218, 5.029915, -0.599659], [-3.645259, 4.313381, 2.225838], [5.878640, -3.214202, 3.736629], [-2.664918, 0.803943, -5.565776], [-1.394408, -5.101542, -1.017136], [3.645198, -5.704114, 1.565105], [-4.159791, 6.895048, 0.501557], [2.203784, 6.818334, 1.076528], [1.666260, 0.284747, 1.299955], [-0.573929, -1.044130, -7.634875], [4.285807, -5.024533, 4.488858], [-4.764620, 2.732558, -3.642762], [-2.172101, -5.191503, 1.342119], [4.409113, -6.626014, 3.723398], [-3.849985, 2.725457, 2.968309], [2.499924, -5.285006, 2.849590], [6.154030, -5.798266, 2.347685], [5.162525, -2.336793, 1.535113], [-2.789194, 3.916653, 3.728896], [1.720522, -1.683626, -6.995975], [-2.291017, 5.282228, 0.439999], [-1.226268, -6.624902, 0.949857], [1.531748, -4.644796, 0.942067], [0.237998, 3.270187, -0.204244], [-0.188142, 1.146537, 2.629199]],
  "atomic_forces_ev_per_a": [[-0.056, 0.148, 0.523], [0.179, 0.038, -0.073], [0.039, -0.004, 0.000], [-0.105, -0.106, -0.103], [0.171, -0.182, -0.595], [0.026, 0.041, 0.142], [-0.169, 0.063, 0.102], [-0.049, 0.095, -0.153], [-0.118, -0.128, -0.066], [-0.008, 0.006, -0.005], [0.056, -0.010, 0.020], [0.044, -0.211, -0.187], [-0.029, 0.047, -0.019], [-0.046, 0.055, 0.043], [0.003, -0.015, -0.003], [-0.046, -0.081, -0.024], [0.074, -0.028, 0.018], [-0.031, 0.027, -0.038], [-0.040, 0.006, 0.010], [-0.051, -0.017, -0.012], [-0.019, 0.009, -0.019], [-0.003, 0.002, -0.015], [0.160, 0.110, 0.214], [0.085, -0.053, 0.006], [0.028, 0.141, 0.018], [0.016, -0.261, -0.195], [0.020, 0.006, -0.001], [-0.039, 0.008, 0.004], [-0.006, -0.021, 0.028], [0.080, 0.001, 0.014], [-0.023, 0.007, -0.008], [-0.012, -0.006, -0.003], [0.003, 0.055, 0.167], [-0.008, 0.071, 0.034], [-0.025, -0.034, 0.029], [0.004, 0.009, 0.001], [-0.002, -0.014, -0.002], [0.003, 0.044, -0.024], [-0.006, 0.029, -0.034], [0.028, -0.017, 0.011], [-0.039, -0.004, -0.054], [0.030, -0.061, 0.034], [-0.020, -0.027, -0.011], [0.057, 0.002, -0.080], [0.013, -0.058, 0.013], [-0.110, 0.189, 0.091], [0.023, 0.016, 0.009], [0.020, -0.006, 0.025], [-0.046, -0.002, -0.026], [-0.060, 0.018, 0.128], [-0.036, -0.011, 0.039], [-0.005, 0.005, 0.006], [-0.016, 0.000, 0.005], [0.015, 0.004, -0.001], [0.008, 0.007, 0.003], [0.003, 0.001, -0.002], [-0.005, -0.001, -0.006], [-0.006, -0.003, 0.001], [-0.007, 0.020, 0.005], [0.003, -0.012, 0.006], [0.004, 0.015, 0.000], [0.000, 0.001, 0.002], [0.000, 0.015, 0.002], [-0.003, -0.005, 0.007], [0.005, -0.004, 0.006], [-0.001, 0.001, -0.002], [0.009, 0.017, -0.005], [0.002, 0.014, -0.007], [-0.027, -0.018, -0.051], [0.003, -0.010, -0.006], [-0.007, 0.010, 0.013], [-0.001, -0.001, 0.001], [-0.002, 0.002, 0.003], [0.004, -0.004, -0.004], [0.001, 0.001, 0.000], [-0.010, -0.002, 0.002], [0.060, 0.034, -0.049], [-0.001, -0.003, -0.001], [-0.017, -0.004, 0.005], [-0.009, 0.006, 0.006], [0.002, 0.008, -0.007], [-0.003, -0.001, -0.007], [-0.021, 0.012, 0.005], [-0.018, -0.004, 0.007], [0.001, 0.002, 0.003], [0.015, 0.007, 0.021], [-0.002, 0.000, 0.008], [-0.007, 0.000, 0.005], [0.077, -0.005, 0.046], [-0.001, 0.014, 0.005]]
}